--- A ---
This record from OMol25 describes an isolated molecule of CH2ClNOS. The level of theory is ωB97M-V/def2-TZVPD.

Geometry as XYZ:
```
7
CH2ClNOS ωB97M-V/def2-TZVPD
C -1.027 -0.087 0.020
N 0.399 0.728 0.215
O 2.802 0.793 -0.047
S 1.651 -0.064 -0.169
Cl -0.769 -1.823 0.050
H -1.419 0.234 -0.935
H -1.637 0.218 0.866
```

Computed properties:
Gap between HOMO and LUMO: 10.221 eV
Total charge: 0
LUMO: -0.57 eV

Okay, here come the natural (NBO) numbers, in e, for every atom: atom 1 (C): -0.238, atom 2 (N): -0.747, atom 3 (O): -0.855, atom 4 (S): 1.429, atom 5 (Cl): -0.035, atom 6 (H): 0.221, atom 7 (H): 0.224



--- B ---
This record from OMol25 describes a cluster of 2 separate species, CH2ClNOS in total. The level of theory is ωB97M-V/def2-TZVPD.

Geometry as XYZ:
```
7
CH2ClNOS ωB97M-V/def2-TZVPD
C 1.337 0.490 -0.115
N -0.927 0.506 -0.016
O 1.979 1.447 -0.021
S -1.574 -0.930 -0.274
Cl 1.740 -1.131 0.174
H -1.115 1.163 -0.774
H -1.439 -1.545 1.027
```

Computed properties:
Gap between HOMO and LUMO (alpha / beta): 7.660 / 7.901 eV
Total charge: 0
LUMO (alpha / beta): -0.55 / -0.48 eV

Okay, here come the natural (NBO) numbers, in e, for every atom: atom 1 (C): 0.529, atom 2 (N): -0.878, atom 3 (O): -0.478, atom 4 (S): 0.338, atom 5 (Cl): 0.008, atom 6 (H): 0.377, atom 7 (H): 0.104



Going by the computed energies, the most stable comes first: A, B.



--- A ---
This record from OMol25 describes a cluster of 2 separate species, C2H10NO in total. The level of theory is ωB97M-V/def2-TZVPD.

Geometry as XYZ:
```
14
C2H10NO ωB97M-V/def2-TZVPD
C 0.186 2.046 0.099
C 1.060 0.780 -0.005
N 0.255 -0.307 -0.651
H -0.577 1.975 0.864
H -0.145 2.336 -0.896
H 0.904 2.834 0.364
H 1.383 0.448 0.974
H 1.866 1.034 -0.690
H 0.754 -1.168 -0.959
H -0.569 -0.667 -0.074
H -0.084 0.091 -1.540
H -1.231 -3.017 0.270
H -2.003 -1.943 1.085
O -1.213 -2.092 0.565
```

Computed properties:
Gap between HOMO and LUMO (alpha / beta): 4.061 / 12.891 eV
2S+1: 2
Expectation value of S²: 0.750
Total charge: 0
LUMO (alpha / beta): 1.01 / 0.64 eV

Okay, here come the natural (NBO) numbers, in e, for every atom: atom 1 (C): -0.639, atom 2 (C): -0.298, atom 3 (N): -1.037, atom 4 (H): 0.218, atom 5 (H): 0.218, atom 6 (H): 0.215, atom 7 (H): 0.214, atom 8 (H): 0.208, atom 9 (H): 0.286, atom 10 (H): 0.427, atom 11 (H): 0.321, atom 12 (H): 0.461, atom 13 (H): 0.469, atom 14 (O): -1.063



--- B ---
This record from OMol25 describes a cluster of 2 separate species, C2H10NO in total. The level of theory is ωB97M-V/def2-TZVPD.

Geometry as XYZ:
```
14
C2H10NO ωB97M-V/def2-TZVPD
O -0.485 -2.253 1.598
H -0.292 -2.726 2.416
H -0.024 1.147 1.199
H -1.037 -2.861 1.082
C -0.417 1.266 -1.708
C 0.749 0.943 -0.801
N 0.291 0.403 0.530
H -0.150 2.060 -2.419
H -0.801 0.439 -2.298
H -1.275 1.660 -1.151
H 1.288 0.114 -1.208
H 1.416 1.754 -0.559
H -0.458 -0.295 0.431
H 1.075 -0.132 0.976
```

Computed properties:
Gap between HOMO and LUMO (alpha / beta): 4.202 / 12.472 eV
2S+1: 2
Expectation value of S²: 0.750
Total charge: 0
LUMO (alpha / beta): 1.04 / 0.62 eV

Okay, here come the natural (NBO) numbers, in e, for every atom: atom 1 (O): -1.017, atom 2 (H): 0.471, atom 3 (H): 0.290, atom 4 (H): 0.464, atom 5 (C): -0.653, atom 6 (C): -0.337, atom 7 (N): -1.035, atom 8 (H): 0.222, atom 9 (H): 0.219, atom 10 (H): 0.222, atom 11 (H): 0.207, atom 12 (H): 0.214, atom 13 (H): 0.404, atom 14 (H): 0.327



Going by the computed energies, the most stable comes first: B, A.



--- A ---
This record from OMol25 describes an isolated molecule of C6H7N. The level of theory is ωB97M-V/def2-TZVPD.

Geometry as XYZ:
```
14
C6H7N ωB97M-V/def2-TZVPD
C -1.866 1.228 -0.111
C -0.722 0.409 -0.311
C -2.781 0.307 0.069
C -0.545 -0.885 -0.282
C 0.637 -0.048 -0.714
C 1.823 0.175 0.200
N -3.598 -0.579 0.024
H -1.956 2.293 -0.103
H -0.868 -1.881 -0.125
H 0.899 -0.020 -1.771
H 1.508 0.176 1.245
H 2.305 1.128 -0.018
H 2.559 -0.614 0.058
H -3.898 -1.140 0.808
```

Computed properties:
Gap between HOMO and LUMO: 8.916 eV
Total charge: 0
SMILES: C[C@H]1C=C1C=C=N
LUMO: 1.03 eV

Okay, here come the natural (NBO) numbers, in e, for every atom: atom 1 (C): -0.483, atom 2 (C): 0.010, atom 3 (C): 0.529, atom 4 (C): -0.268, atom 5 (C): -0.197, atom 6 (C): -0.621, atom 7 (N): -0.637, atom 8 (H): 0.259, atom 9 (H): 0.223, atom 10 (H): 0.174, atom 11 (H): 0.205, atom 12 (H): 0.203, atom 13 (H): 0.206, atom 14 (H): 0.395



--- B ---
This record from OMol25 describes an isolated molecule of C6H7N. The level of theory is ωB97M-V/def2-TZVPD.

Geometry as XYZ:
```
14
C6H7N ωB97M-V/def2-TZVPD
C -0.079 -1.447 -1.558
C 0.491 -0.316 1.305
C -1.249 1.582 0.107
C 0.910 0.719 0.266
C -0.322 0.893 1.029
C -0.343 0.627 -0.614
N -0.832 -0.483 -1.214
H -0.528 -2.278 -2.077
H 0.998 -1.483 -1.373
H 0.181 -1.298 0.960
H 0.992 -0.324 2.266
H -2.306 1.339 0.132
H -1.050 2.642 -0.009
H 1.823 1.263 0.144
```

Computed properties:
Gap between HOMO and LUMO: 8.903 eV
Total charge: 0
SMILES: C=N[C@]12C[C@]13C[C@H]32
LUMO: 0.82 eV

Okay, here come the natural (NBO) numbers, in e, for every atom: atom 1 (C): -0.083, atom 2 (C): -0.391, atom 3 (C): -0.357, atom 4 (C): -0.275, atom 5 (C): 0.006, atom 6 (C): 0.110, atom 7 (N): -0.421, atom 8 (H): 0.174, atom 9 (H): 0.151, atom 10 (H): 0.207, atom 11 (H): 0.215, atom 12 (H): 0.228, atom 13 (H): 0.215, atom 14 (H): 0.221



--- C ---
This record from OMol25 describes an isolated molecule of C6H7N. The level of theory is ωB97M-V/def2-TZVPD.

Geometry as XYZ:
```
14
C6H7N ωB97M-V/def2-TZVPD
C -0.298 1.506 0.322
C 0.214 0.144 -0.079
C -0.727 -0.724 -0.878
C -1.996 -0.907 -0.145
N -2.986 -1.018 0.442
C 1.389 -0.321 0.416
C 2.400 -1.256 0.500
H -0.559 2.063 -0.588
H -1.199 1.472 0.946
H 0.471 2.084 0.845
H 1.377 0.155 1.410
H -0.965 -0.266 -1.845
H -0.288 -1.709 -1.052
H 3.168 -1.223 -0.295
```

Computed properties:
Gap between HOMO and LUMO (alpha / beta): 7.617 / 7.626 eV
Total charge: 0
LUMO (alpha / beta): -0.98 / -0.61 eV

Okay, here come the natural (NBO) numbers, in e, for every atom: atom 1 (C): -0.648, atom 2 (C): 0.060, atom 3 (C): -0.542, atom 4 (C): 0.286, atom 5 (N): -0.318, atom 6 (C): -0.417, atom 7 (C): -0.082, atom 8 (H): 0.224, atom 9 (H): 0.231, atom 10 (H): 0.224, atom 11 (H): 0.311, atom 12 (H): 0.256, atom 13 (H): 0.261, atom 14 (H): 0.153



Going by the computed energies, the most stable comes first: A, C, B.



--- A ---
This record from OMol25 describes an isolated molecule of C6H7N. The level of theory is ωB97M-V/def2-TZVPD.

Geometry as XYZ:
```
14
C6H7N ωB97M-V/def2-TZVPD
C -1.249 -1.457 -0.389
C -0.041 1.520 -0.457
C -0.027 -0.892 0.066
C -1.244 -0.050 0.276
C 1.007 2.260 -0.195
C 1.197 -1.221 0.445
N -1.179 1.111 -0.546
H -1.419 -1.508 -1.455
H -1.644 -2.273 0.204
H -1.798 0.022 1.209
H 1.999 1.828 -0.216
H 0.903 3.313 0.031
H 1.874 -0.469 0.837
H 1.622 -2.184 0.189
```

Computed properties:
Gap between HOMO and LUMO: 9.667 eV
Total charge: 0
SMILES: C=C=N[C@H]1CC1=C
LUMO: 0.92 eV

Okay, here come the natural (NBO) numbers, in e, for every atom: atom 1 (C): -0.451, atom 2 (C): 0.491, atom 3 (C): -0.025, atom 4 (C): -0.095, atom 5 (C): -0.683, atom 6 (C): -0.372, atom 7 (N): -0.452, atom 8 (H): 0.233, atom 9 (H): 0.230, atom 10 (H): 0.224, atom 11 (H): 0.241, atom 12 (H): 0.256, atom 13 (H): 0.201, atom 14 (H): 0.201



--- B ---
This record from OMol25 describes an isolated molecule of C6H7N. The level of theory is ωB97M-V/def2-TZVPD.

Geometry as XYZ:
```
14
C6H7N ωB97M-V/def2-TZVPD
N -0.953 1.928 -1.691
C -0.499 1.563 -0.688
C -0.124 0.834 0.521
C 1.273 0.151 0.370
C 0.920 -1.184 -0.260
C -0.407 -1.248 -0.480
C -1.142 -0.335 0.478
H -0.174 1.471 1.404
H 1.859 0.691 -0.397
H 1.863 0.186 1.286
H 1.712 -1.828 -0.639
H -0.876 -1.483 -1.427
H -2.091 -0.027 0.041
H -1.361 -0.721 1.482
```

Computed properties:
Gap between HOMO and LUMO: 9.995 eV
Total charge: 0
SMILES: N#CC1CC=CC1
LUMO: 0.75 eV

Okay, here come the natural (NBO) numbers, in e, for every atom: atom 1 (N): -0.338, atom 2 (C): 0.290, atom 3 (C): -0.322, atom 4 (C): -0.426, atom 5 (C): -0.168, atom 6 (C): -0.202, atom 7 (C): -0.421, atom 8 (H): 0.248, atom 9 (H): 0.229, atom 10 (H): 0.218, atom 11 (H): 0.215, atom 12 (H): 0.231, atom 13 (H): 0.226, atom 14 (H): 0.220



Going by the computed energies, the most stable comes first: B, A.